C42H98N14O14 as an isolated structure at a distorted geometry. Source: the Open Molecules 2025 dataset; level of theory: wB97M-V/def2-TZVPD.

Spin multiplicity: 1
Gap between HOMO and LUMO in eV: 8.3
Electronic energy in eV: -94665.7643

Last column: Mulliken charge in e.
Element x y z (Å)
C -15.75885 4.65067 -4.95392  -1.03
C -17.18813 4.64602 -4.41634  0.66
O -18.05758 4.01838 -5.02453  -0.55
N -17.39449 5.30125 -3.27772  -0.11
C -18.66110 5.39270 -2.56537  -0.73
H -15.42209 3.68631 -5.32762  -0.13
H -15.09674 4.91556 -4.12781  0.55
H -15.65226 5.33499 -5.79324  0.33
H -16.59795 5.65752 -2.77733  0.26
H -18.89248 4.41671 -2.13706  0.22
H -19.47596 5.71869 -3.20954  0.18
H -18.56230 6.13529 -1.77765  0.36
C -17.95506 0.69856 -6.51063  1.35
C -18.55426 -0.68982 -6.61944  0.68
O -19.47180 -1.01208 -5.87388  -0.91
N -18.04037 -1.56440 -7.52504  1.28
C -18.68810 -2.77988 -7.92782  0.65
H -17.01532 0.62004 -5.96129  -0.55
H -18.57779 1.46788 -6.06151  -0.29
H -17.77895 1.08640 -7.51866  -0.96
H -17.27332 -1.22151 -8.08717  -0.83
H -17.91561 -3.53126 -8.07998  0.26
H -19.31200 -2.64721 -8.81475  -0.39
H -19.37354 -3.17635 -7.17931  -0.47
C -21.17702 3.70686 -6.79090  0.03
C -21.20336 5.19543 -6.63433  0.46
O -22.10033 5.85112 -7.15289  -0.72
N -20.20394 5.77013 -5.93961  0.23
C -20.05950 7.21245 -5.72484  -1.09
H -21.03370 3.48903 -7.85014  0.19
H -22.09669 3.30483 -6.37085  0.39
H -20.34238 3.17322 -6.32680  -0.44
H -19.49254 5.16149 -5.54834  0.03
H -20.55863 7.77871 -6.50624  0.39
H -18.98711 7.37870 -5.64733  0.34
H -20.53118 7.55730 -4.80141  0.32
C -23.68108 -4.59586 -5.62717  -0.48
C -23.43800 -4.22841 -7.09252  0.49
O -23.93227 -4.90531 -8.00105  -0.82
N -22.62304 -3.20516 -7.38927  0.47
C -21.99437 -2.34418 -6.40973  -0.31
H -24.17481 -5.55805 -5.52822  0.44
H -24.29771 -3.86553 -5.10550  -0.35
H -22.68403 -4.68163 -5.18974  0.15
H -22.69281 -2.90641 -8.35279  0.39
H -21.82956 -1.36003 -6.83758  1.26
H -21.05240 -2.77359 -6.05329  -0.14
H -22.56854 -2.25556 -5.48623  -1.55
C -16.88277 4.63213 -8.27709  -0.61
C -17.08823 4.83476 -9.74941  0.51
O -17.85356 4.13433 -10.39166  -0.63
N -16.30084 5.77275 -10.33270  -0.21
C -16.19755 5.98121 -11.78626  -0.91
H -15.83744 4.57098 -7.97457  0.27
H -17.39044 3.71925 -7.96586  -0.33
H -17.36451 5.37434 -7.63461  0.76
H -15.66117 6.32343 -9.78859  0.24
H -15.14522 6.13395 -12.01399  0.33
H -16.74698 6.88657 -12.04410  0.29
H -16.63587 5.12561 -12.29046  0.31
C -20.85982 -4.35258 -10.28431  0.99
C -21.67266 -5.33340 -11.09682  0.19
O -21.34395 -5.59528 -12.24838  -0.70
N -22.72004 -5.85663 -10.44907  0.06
C -23.55892 -6.84570 -11.10838  -1.05
H -21.02864 -3.33000 -10.63653  0.07
H -19.79291 -4.55863 -10.33672  -0.52
H -21.19586 -4.25894 -9.24823  -0.36
H -23.04411 -5.39617 -9.60535  0.36
H -24.18669 -7.29939 -10.34281  0.35
H -22.96937 -7.66309 -11.52362  0.31
H -24.15386 -6.45494 -11.93309  0.30
C -18.43387 0.88379 -2.94474  0.32
C -19.31560 0.50825 -1.76932  0.23
O -18.93634 -0.29922 -0.93055  -0.71
N -20.54725 1.05289 -1.71817  -0.05
C -21.56949 0.68022 -0.73747  -1.06
H -17.59472 1.48455 -2.59821  0.26
H -19.04232 1.47344 -3.63257  -0.28
H -18.09311 -0.02929 -3.42571  0.08
H -20.79170 1.82437 -2.31417  0.19
H -22.53692 0.60059 -1.23058  0.33
H -21.63276 1.51235 -0.03183  0.38
H -21.27506 -0.22540 -0.22093  0.31
C -18.08059 -6.60062 -11.56557  -1.09
C -17.13106 -5.45691 -11.29404  0.71
O -16.72718 -4.72925 -12.19185  -0.74
N -16.79493 -5.27696 -9.99942  0.00
C -15.77354 -4.31167 -9.57808  -0.96
H -17.47307 -7.45323 -11.86974  0.42
H -18.85078 -6.35505 -12.29311  0.17
H -18.61467 -6.85368 -10.64680  0.33
H -17.12892 -5.89060 -9.27939  0.27
H -15.64302 -4.37905 -8.50210  0.37
H -15.96697 -3.28264 -9.88208  0.12
H -14.84529 -4.54614 -10.10434  0.40
C -21.56257 -1.00413 -4.69328  0.32
C -22.63916 -1.97876 -4.28684  1.01
O -22.46191 -2.81747 -3.41262  -0.70
N -23.84035 -1.82390 -4.88840  0.05
C -25.04775 -2.59119 -4.60714  -1.25
H -21.11835 -0.51506 -3.83059  0.17
H -21.96422 -0.16413 -5.26645  0.29
H -20.82052 -1.53129 -5.29177  -0.24
H -23.86467 -1.14776 -5.63291  0.43
H -25.67895 -2.15610 -3.83411  0.40
H -24.76386 -3.57812 -4.24498  0.51
H -25.58348 -2.71175 -5.54526  0.39
C -18.78336 -4.72571 -4.78578  -0.22
C -18.27414 -5.01095 -3.39111  0.40
O -17.09755 -5.22585 -3.16194  -0.68
N -19.25322 -5.02339 -2.45556  -0.08
C -19.13122 -5.62752 -1.13515  -1.03
H -18.91531 -3.64082 -4.84712  -0.16
H -19.66404 -5.32813 -4.99187  0.43
H -17.96378 -4.91510 -5.47713  0.18
H -20.17669 -4.69237 -2.66846  0.22
H -19.77697 -5.10829 -0.43124  0.35
H -18.14212 -5.45970 -0.70298  0.34
H -19.22727 -6.70934 -1.21983  0.31
C -15.26462 1.74048 -9.33465  -0.75
C -15.08104 0.37712 -8.70090  0.46
O -15.67175 -0.60344 -9.12057  -0.61
N -14.35503 0.35376 -7.56260  -0.19
C -14.13821 -0.84670 -6.73714  -0.65
H -16.32635 1.97861 -9.24923  -0.20
H -15.08159 1.77824 -10.40797  0.44
H -14.62605 2.47140 -8.84171  0.41
H -13.93510 1.16592 -7.14877  0.26
H -13.26190 -1.40005 -7.07471  0.34
H -15.00033 -1.50992 -6.74259  0.19
H -13.93694 -0.46937 -5.73848  0.13
C -17.31619 -1.12100 -11.51570  -0.02
C -18.41311 -1.34501 -12.54659  0.10
O -19.02825 -0.38871 -13.01928  -0.73
N -18.66384 -2.61585 -12.84408  0.29
C -19.62913 -3.05216 -13.85191  -0.98
H -16.80142 -0.16949 -11.60272  0.20
H -16.54720 -1.88862 -11.64163  0.74
H -17.69822 -1.25322 -10.50342  -0.46
H -18.15617 -3.38191 -12.42419  -0.01
H -19.74741 -4.12909 -13.74684  0.24
H -19.26697 -2.85698 -14.86168  0.32
H -20.62991 -2.63343 -13.76750  0.34
C -12.31852 1.21197 -1.00169  -1.05
C -13.28093 1.71574 -2.05422  0.53
O -13.66660 2.88450 -2.04095  -0.63
N -13.78325 0.84959 -2.95411  -0.12
C -14.83568 1.22157 -3.88389  -0.70
H -12.36057 0.13254 -0.86411  0.33
H -12.61441 1.70341 -0.07630  0.32
H -11.30362 1.54986 -1.20395  0.26
H -13.63172 -0.12364 -2.74316  0.34
H -15.34742 0.30061 -4.15462  0.48
H -14.45384 1.68143 -4.79630  0.11
H -15.53975 1.92883 -3.45262  0.10
C -20.94993 -0.41250 -8.28011  -0.33
C -20.50535 -1.01414 -9.60912  0.59
O -20.68164 -2.21000 -9.85325  -0.71
N -19.84129 -0.22189 -10.45235  0.10
C -19.28778 1.11113 -10.22764  -0.79
H -21.24537 -1.20450 -7.59767  -0.79
H -21.75891 0.30016 -8.44271  1.10
H -20.12287 0.09142 -7.77591  -0.64
H -19.54501 -0.68892 -11.30281  0.07
H -20.07005 1.85568 -10.38986  0.42
H -18.54732 1.33939 -10.99062  0.28
H -18.82860 1.19469 -9.24554  -0.02

A 5-piece molecular cluster, C43H102F2N8O8P overall at a distorted geometry. Source: the Open Molecules 2025 dataset; level of theory: wB97M-V/def2-TZVPD.

Spin multiplicity: 1
Gap between HOMO and LUMO in eV: 5.8
Electronic energy in eV: -89261.9022
Charge: -1

Last column: Mulliken charge in e.
Element x y z (Å)
C 2.96455 -4.29023 3.89454  -1.25
C 2.33293 -3.75591 2.60586  -0.48
C 2.83528 -2.33461 2.25114  -0.85
C 1.85006 -1.20540 2.66361  -0.22
C 1.51829 -0.34223 1.44601  -1.11
C 0.24356 0.51462 1.55769  -1.26
P 0.25337 2.32862 2.24772  2.70
C -1.64586 2.39872 1.72454  -1.39
C -2.39932 3.69272 1.93294  -1.18
F -2.12823 4.38953 3.11495  -0.31
C -0.09811 1.67831 4.03664  -0.72
C -1.51169 1.59495 4.61090  -1.49
C -2.20070 0.25245 4.42610  0.37
C -3.66576 0.34926 4.87124  -1.28
N -4.30364 -0.94827 5.20950  -0.28
C -4.18244 -1.87871 4.19058  0.26
N -3.34950 -2.82428 4.29358  -0.71
N -5.05515 -1.69610 3.05518  -0.56
C 2.18828 2.28269 2.69812  -1.17
C 2.66512 3.54914 3.24995  0.54
C 2.51807 3.83018 4.72604  -1.27
N 3.23286 4.40971 2.50370  -0.67
C 0.70586 3.17643 0.57332  -1.72
C 1.11450 2.36875 -0.63348  0.94
C 1.79126 3.29831 -1.65746  -1.78
F 0.01189 1.85045 -1.33555  -0.38
H 2.98791 -5.37525 3.86734  0.36
H 2.43778 -3.93493 4.77424  0.29
H 3.99549 -3.97265 3.99480  0.34
H 2.66263 -4.41329 1.80666  0.35
H 1.25386 -3.77792 2.65928  0.34
H 3.76804 -2.18706 2.78382  0.40
H 3.03341 -2.29319 1.18553  0.48
H 0.93933 -1.66369 3.02492  0.24
H 2.35062 -0.63521 3.43988  -0.03
H 1.28910 -1.10004 0.68949  0.59
H 2.41027 0.13550 1.05034  0.35
H -0.38171 -0.03206 2.25796  -0.09
H -0.32854 0.41330 0.63884  0.71
H 0.22408 3.67491 2.80505  0.52
H -2.20836 1.51162 2.00957  0.78
H -1.58803 2.29370 0.64537  0.50
H -2.20848 4.36589 1.10094  0.38
H -3.47414 3.49915 1.92186  0.38
H 0.38868 0.72459 4.24947  0.25
H 0.43824 2.36058 4.69195  0.08
H -1.43144 1.68561 5.69838  0.52
H -2.21391 2.37508 4.32290  0.26
H -1.72546 -0.53494 5.01030  0.38
H -2.20414 -0.07317 3.38802  0.12
H -3.72883 1.02207 5.71948  0.46
H -4.21096 0.77740 4.03671  0.39
H -3.74878 -1.36119 5.95443  0.38
H -3.41765 -3.42474 3.47510  0.25
H -5.64758 -2.51928 2.99582  0.25
H -4.47278 -1.72442 2.22441  0.30
H 2.44104 1.49823 3.40792  0.41
H 2.73302 2.18718 1.76807  0.49
H 1.49936 4.18961 4.87331  0.34
H 3.17806 4.62292 5.04721  0.13
H 2.63060 2.92292 5.31535  0.32
H 3.48745 5.22547 3.05581  0.23
H 1.55799 3.81522 0.78406  0.35
H -0.04758 3.88732 0.23589  0.37
H 1.85574 1.59282 -0.46566  0.00
H 2.69537 3.71263 -1.22967  0.45
H 1.09465 4.05553 -2.00004  0.39
H 2.03205 2.68379 -2.52565  0.35
C 0.31194 0.33413 -9.12159  -0.70
O 1.00892 1.13766 -8.19255  -0.35
C 0.21290 2.15361 -7.58705  -0.85
C -0.01921 1.86768 -6.11835  -0.07
N -0.90150 0.72099 -5.93728  -0.37
C -0.98640 0.24433 -4.55533  -0.88
C 0.27700 -0.31066 -3.91038  -0.04
O 0.73591 -1.53117 -4.47863  -0.48
C 1.55592 -1.39278 -5.62103  -0.35
H 1.04461 -0.29293 -9.62876  0.23
H -0.41768 -0.31744 -8.62855  0.30
H -0.19995 0.94707 -9.87013  0.34
H -0.73522 2.28346 -8.11711  0.41
H 0.77430 3.08861 -7.67235  0.39
H -0.47518 2.74473 -5.65111  0.38
H 0.96231 1.70614 -5.65417  0.12
H -0.57448 -0.03859 -6.51915  0.11
H -1.73998 -0.54758 -4.53994  0.34
H -1.36795 1.05472 -3.92822  0.49
H 0.03096 -0.54132 -2.87233  0.23
H 1.08706 0.42559 -3.87108  0.18
H 2.15649 -0.48039 -5.58910  0.27
H 0.95359 -1.41275 -6.53588  0.09
H 2.23241 -2.24935 -5.65610  0.20
C 0.85768 -6.46421 -6.70474  -0.68
O 1.26650 -6.23000 -8.04098  -0.39
C 1.80686 -4.93239 -8.26140  -0.54
C 3.29206 -5.00155 -8.54977  -0.32
N 4.04380 -5.38383 -7.36062  -0.25
C 5.44800 -5.69630 -7.61111  -0.68
C 5.77058 -6.89612 -8.49780  -0.48
O 5.42469 -8.14926 -7.93670  -0.42
C 4.08214 -8.55455 -8.13438  -0.54
H 0.32337 -7.41291 -6.68669  0.24
H 1.71327 -6.53649 -6.02530  0.30
H 0.18458 -5.67762 -6.35330  0.32
H 1.59630 -4.26391 -7.42188  0.19
H 1.30314 -4.52509 -9.14343  0.40
H 3.63714 -4.02024 -8.88873  0.43
H 3.43438 -5.71787 -9.37043  0.19
H 3.60437 -6.19224 -6.94089  0.03
H 5.91237 -5.87273 -6.63776  0.37
H 5.93140 -4.80960 -8.03354  0.39
H 6.85680 -6.92124 -8.62147  0.35
H 5.35029 -6.79835 -9.50604  0.34
H 3.67818 -8.18623 -9.08055  0.28
H 3.44294 -8.22771 -7.30999  0.18
H 4.06407 -9.64478 -8.14989  0.29
C 6.12757 11.10241 2.15076  -0.72
O 7.00623 10.52965 3.10035  -0.34
C 6.91322 11.09816 4.40040  -0.80
C 6.31642 10.11479 5.38620  -0.19
N 4.90257 9.88774 5.11584  -0.32
C 4.31324 8.78499 5.87347  -0.87
C 4.83556 7.37438 5.61609  -0.48
O 4.53282 6.86647 4.33264  -0.35
C 5.44071 7.22775 3.30529  -0.68
H 6.39505 10.70354 1.17374  0.24
H 5.08388 10.84276 2.35483  0.30
H 6.23065 12.19156 2.12378  0.34
H 6.34693 12.03399 4.38730  0.41
H 7.93428 11.32997 4.71920  0.39
H 6.42456 10.51470 6.39909  0.36
H 6.90060 9.18732 5.32021  0.18
H 4.78364 9.69709 4.12972  0.10
H 3.24374 8.78325 5.65079  0.40
H 4.41185 9.00587 6.94146  0.42
H 4.32537 6.71121 6.32088  0.36
H 5.90766 7.27482 5.82607  0.35
H 6.45943 7.34739 3.68285  0.32
H 5.12165 8.14384 2.80009  0.16
H 5.43303 6.42854 2.56372  0.36
C -11.71656 -5.89659 4.20846  -0.72
O -11.34892 -6.53928 3.00265  -0.34
C -11.67284 -5.80408 1.82811  -0.78
C -10.42292 -5.30493 1.13326  -0.19
N -9.77015 -4.25759 1.90875  -0.32
C -8.44280 -3.88535 1.42303  -0.72
C -7.34639 -4.94961 1.47170  -0.61
O -6.95233 -5.32071 2.78204  -0.40
C -7.76072 -6.31287 3.38857  -0.61
H -11.56719 -6.60852 5.01870  0.24
H -11.09685 -5.01555 4.40459  0.31
H -12.76975 -5.60097 4.19347  0.34
H -12.35540 -4.97891 2.04994  0.41
H -12.19025 -6.49359 1.15422  0.39
H -10.69567 -4.90370 0.15279  0.36
H -9.76505 -6.17044 0.97774  0.18
H -9.68589 -4.56503 2.86814  0.06
H -8.11036 -3.03847 2.02874  0.43
H -8.53558 -3.51829 0.39630  0.40
H -6.45506 -4.51652 1.00878  0.42
H -7.59562 -5.83630 0.87710  0.41
H -8.17383 -7.00970 2.65533  0.30
H -8.57115 -5.86438 3.96937  0.20
H -7.13304 -6.87058 4.08398  0.29